1.
The following is a quantum chemistry calculation of C4H4O3 in the gas phase in a non-equilibrium geometry, from the OMol25 dataset.

Last column: Mulliken charge in e.
Cartesian coordinates (Å):
1 C 0.92642 -0.89968 -0.58439  -0.70
2 C -1.42222 -0.69126 -0.08003  0.71
3 O -1.39976 0.67558 -0.19533  -0.36
4 O -0.22390 -1.30157 0.17026  -0.29
5 C -0.50197 1.37640 0.49530  0.09
6 C 0.31164 2.02738 1.09004  -0.24
7 O -2.46104 -1.33280 -0.18231  -0.51
8 H 1.46036 -1.80092 -0.89781  0.26
9 H 0.66166 -0.32526 -1.47780  0.36
10 H 1.59614 -0.32701 0.06226  0.29
11 H 1.05267 2.59913 1.59981  0.40

Properties
ΔE to the lowest compared entry with this formula, charge and spin: 298.91 kJ/mol
calculated total energy: -10352.114 eV



2.
The following is a quantum chemistry calculation of 2 unconnected molecules or ions with the total composition C2H4O3, from the OMol25 dataset.

Last column: Mulliken charge in e.
Cartesian coordinates (Å):
1 O -1.31595 -1.09964 0.35797  -0.45
2 C -2.24575 -0.88623 -0.37436  -0.04
3 H -3.19883 -0.47312 -0.01308  0.24
4 H -2.16778 -1.10535 -1.45311  0.21
5 O 0.69957 1.45793 -0.65261  -0.49
6 C 1.55913 0.92238 -0.00668  0.20
7 O 1.40163 -0.24948 0.59978  -0.38
8 H 2.56045 1.34002 0.13227  0.34
9 H 0.55537 -0.60009 0.26298  0.37

Properties
ΔE to the lowest compared entry with this formula, charge and spin: 91.77 kJ/mol
calculated total energy: -8280.608 eV



3.
The following is a quantum chemistry calculation of a molecular structure, C22H50O3P2W in a non-equilibrium geometry, from the OMol25 dataset.

Last column: Mulliken charge in e.
Cartesian coordinates (Å):
1 W 0.22428 0.93740 -1.08836  0.25
2 C 1.07123 2.57771 -1.62461  0.81
3 O 1.62425 3.59069 -1.97104  -0.28
4 C -1.28673 0.45024 -2.16461  0.79
5 O -2.19659 0.06563 -2.84984  -0.32
6 P 1.82125 -0.70481 -1.09768  1.17
7 C 1.35749 -2.50776 -1.09087  0.47
8 H 2.23803 -2.96563 -1.56582  0.59
9 C 2.25673 -0.45216 -2.88958  0.23
10 H 1.29702 -0.18031 -3.37287  0.52
11 C 3.40918 -0.76365 -0.13541  0.63
12 H 3.04524 -1.10427 0.85058  0.18
13 C -0.30709 2.85214 2.33806  0.48
14 P -1.03755 1.83330 0.92932  0.46
15 H -3.08881 1.69241 2.12432  0.79
16 H 0.15680 2.05476 2.94698  0.57
17 C -2.21609 3.11997 0.19842  0.36
18 H -2.53313 3.67495 1.09684  0.39
19 C 3.26533 0.67196 -3.12384  -1.80
20 H 4.28722 0.36013 -2.89198  0.40
21 H 3.04365 1.60165 -2.59386  0.26
22 H 3.22028 0.91578 -4.19971  0.52
23 C 2.77882 -1.72247 -3.60705  -1.47
24 H 2.97737 -1.44209 -4.64973  0.47
25 H 2.05095 -2.53894 -3.61946  0.37
26 H 3.72117 -2.06782 -3.16487  0.31
27 C 4.42101 -1.78542 -0.67976  -1.59
28 H 4.01154 -2.78279 -0.84116  0.37
29 H 5.21955 -1.88653 0.06936  0.54
30 H 4.89550 -1.43464 -1.60230  0.37
31 C 4.06682 0.59983 0.05160  -1.32
32 H 4.87700 0.48150 0.78833  0.47
33 H 3.37939 1.36226 0.42179  0.31
34 H 4.52525 0.95915 -0.87778  0.31
35 C 1.21706 -3.13762 0.29392  -1.29
36 H 2.02153 -2.86562 0.98204  0.32
37 H 1.23532 -4.22381 0.16235  0.44
38 H 0.25011 -2.86903 0.74306  0.10
39 C 0.13373 -2.76843 -1.96234  -1.21
40 H -0.78092 -2.67523 -1.36461  -0.55
41 H 0.20854 -3.80442 -2.33292  0.58
42 H 0.04720 -2.10713 -2.83658  0.46
43 C -1.34257 3.62721 3.18722  -1.84
44 H -2.23175 3.05487 3.46579  0.51
45 H -1.66400 4.54475 2.67813  0.48
46 H -0.84189 3.93411 4.11612  0.49
47 C 0.78601 3.80520 1.87199  -1.22
48 H 0.40748 4.55006 1.16674  0.24
49 C -2.94048 -0.22321 1.20000  -1.46
50 H 1.62778 3.28393 1.40749  0.18
51 H 1.16142 4.34935 2.75247  0.46
52 C -1.86250 0.43110 3.35558  -1.60
53 H -2.23459 -1.04245 1.03407  -0.07
54 H -3.77165 -0.61689 1.80028  0.60
55 H -3.34374 0.05997 0.22357  0.38
56 C -2.31555 0.91832 1.97246  0.24
57 H -2.70824 -0.11584 3.79687  0.49
58 H -1.59928 1.24566 4.03529  0.39
59 H -1.00094 -0.25030 3.26829  0.11
60 C -3.47507 2.51328 -0.43689  -1.43
61 H -3.23755 1.79388 -1.23236  0.20
62 H -4.04042 3.34782 -0.88323  0.50
63 H -4.12478 2.03778 0.30821  0.38
64 C -1.53828 4.10880 -0.75199  -1.38
65 H -0.57542 4.49378 -0.39577  0.15
66 H -2.22870 4.96368 -0.85452  0.48
67 H -1.39237 3.69411 -1.75736  0.32
68 H 0.88153 -1.01015 3.47280  -0.07
69 H 1.62468 -0.97446 3.31506  0.14
70 C -3.93735 -4.70030 0.40657  -1.27
71 C -2.60629 -4.09977 0.77813  0.12
72 O -2.30423 -2.86193 0.15502  -0.26
73 H -4.73673 -3.96475 0.55394  0.41
74 H -4.15525 -5.57878 1.01715  0.42
75 H -3.98865 -5.01030 -0.64064  0.42
76 H -2.47419 -3.84926 1.83822  0.35
77 H -1.77202 -4.78303 0.50820  0.30
78 H -2.95336 -2.68712 -0.53125  0.35

Properties
2S+1: 3
charge: +4
calculated total energy: -50120.230 eV



4.
The following is a quantum chemistry calculation of 12 unconnected molecules or ions with the total composition C72H67F5O14 in a non-equilibrium geometry, from the OMol25 dataset.

Last column: Mulliken charge in e.
Cartesian coordinates (Å):
1 F 1.94731 1.72606 -1.26979  -0.47
2 C 0.93901 0.97002 -0.83013  0.65
3 C 1.09881 -0.41623 -0.71013  -1.18
4 C 0.03392 -1.21861 -0.29378  -1.35
5 C -1.14720 -0.64585 0.10775  -0.45
6 C -1.24707 0.75162 0.09701  -0.21
7 C -0.20099 1.53147 -0.34595  -0.21
8 H 2.06201 -0.87987 -0.86404  0.69
9 H 0.24911 -2.27555 -0.23926  0.81
10 H -1.99931 -1.28136 0.29861  0.70
11 H -2.24130 1.10913 0.32080  0.41
12 H -0.33460 2.59057 -0.50984  0.53
13 F 1.93786 1.16538 -7.04293  -0.31
14 C 1.19868 0.05531 -6.51103  0.27
15 C 0.71814 -1.00499 -7.26682  -0.53
16 C 0.04622 -2.08184 -6.64707  -0.73
17 C 0.07133 -2.11826 -5.25914  -0.45
18 C 0.52527 -1.02340 -4.52296  -0.03
19 C 1.10598 0.05585 -5.16283  -0.29
20 H 0.74230 -0.98611 -8.34638  0.40
21 H -0.24043 -2.93108 -7.24958  0.43
22 H -0.36929 -2.88681 -4.64143  0.37
23 H 0.57802 -1.15457 -3.45225  0.32
24 H 1.46134 0.90483 -4.59771  0.54
25 F -0.27095 -6.92153 -3.44224  -0.30
26 C -1.18529 -5.93401 -3.39792  -0.03
27 C -2.38618 -6.00863 -4.09374  -0.48
28 C -3.33626 -4.99618 -4.04345  -0.69
29 C -3.13980 -3.88432 -3.25491  -0.47
30 C -1.91218 -3.73251 -2.60822  -0.36
31 C -0.96119 -4.78183 -2.58559  -0.39
32 H -2.60105 -6.89980 -4.66474  0.42
33 H -4.22987 -5.18916 -4.61845  0.41
34 H -3.90964 -3.12755 -3.22254  0.60
35 H -1.69574 -2.86901 -1.99673  0.50
36 H -0.05133 -4.72427 -2.00660  0.78
37 F -2.66649 2.80178 -2.05164  -0.04
38 C -3.32999 2.00242 -2.92980  -0.49
39 C -4.69441 2.28739 -3.30202  -0.62
40 C -5.45988 1.34864 -3.95502  -0.74
41 C -4.83381 0.21206 -4.37215  -0.54
42 C -3.52493 -0.14723 -3.99737  -0.97
43 C -2.81668 0.71548 -3.22626  0.65
44 H -5.20020 3.19180 -2.99766  0.46
45 H -6.48401 1.49461 -4.26526  0.45
46 H -5.37690 -0.53776 -4.92823  0.38
47 H -3.16054 -1.12265 -4.28404  0.76
48 H -1.83200 0.40637 -2.90804  0.66
49 F 7.93756 -1.97734 3.10035  -0.33
50 C 6.67075 -1.85874 2.76941  0.16
51 C 6.30611 -0.75125 2.04186  -0.30
52 C 4.97354 -0.58366 1.64140  -0.24
53 C 4.00038 -1.53815 1.99723  -0.30
54 C 4.33092 -2.63625 2.75929  -0.68
55 C 5.66606 -2.79076 3.09502  -0.47
56 H 6.95238 0.05555 1.72912  0.45
57 H 4.81029 0.33186 1.09224  0.33
58 H 2.96731 -1.39156 1.71853  0.54
59 H 3.53978 -3.33751 2.97999  0.48
60 H 6.15891 -3.66660 3.49048  0.37
61 C -5.93749 1.34338 0.89053  -0.42
62 C -5.31999 0.51738 -0.05895  0.29
63 C -5.30726 -0.80325 0.24215  0.20
64 C -5.84875 -1.29690 1.48606  -0.59
65 C -6.38302 -0.46780 2.46191  -0.71
66 C -6.49667 0.85612 2.10832  0.77
67 O -7.20191 1.67382 2.93043  -0.45
68 O -4.78175 -1.70162 -0.57661  -0.27
69 H -5.96750 2.40078 0.67279  0.59
70 H -4.99000 0.89705 -1.01464  0.29
71 H -5.81169 -2.30014 1.88423  0.32
72 H -6.72471 -0.85293 3.41129  0.26
73 H -7.62447 1.16365 3.62524  0.35
74 H -4.54901 -2.49597 -0.09036  0.32
75 C -4.57957 -2.32507 5.33658  -0.73
76 C -4.54119 -1.21761 6.16520  -0.70
77 C -3.92579 -0.06969 5.77736  -0.09
78 C -3.15995 0.01203 4.66985  -0.50
79 C -3.05568 -1.18994 3.90182  -0.66
80 C -3.82076 -2.27133 4.15510  0.72
81 O -3.74260 -3.31557 3.30926  -0.48
82 O -3.98373 1.04725 6.57555  -0.61
83 H -4.93529 -3.29271 5.65835  0.38
84 H -5.14464 -1.16192 7.05915  0.43
85 H -2.55209 0.87185 4.42982  0.84
86 H -2.39683 -1.22759 3.04689  0.69
87 H -4.29379 -4.06541 3.54490  0.32
88 H -3.95421 1.82992 6.02043  0.43
89 C 0.58130 -5.50072 1.09048  -0.74
90 C 0.53878 -6.56148 2.01661  -0.57
91 C 1.68227 -7.36200 2.31496  0.50
92 C 2.90509 -7.06556 1.73723  -0.55
93 C 2.97082 -5.99220 0.85475  -0.23
94 C 1.87977 -5.18828 0.62144  0.12
95 O 2.06615 -4.08224 -0.27543  0.01
96 O 1.71796 -8.34277 3.28305  -0.53
97 H -0.30203 -4.94638 0.80970  0.55
98 H -0.38381 -6.85884 2.49286  0.26
99 H 3.77560 -7.70168 1.80019  0.45
100 H 3.91491 -5.88658 0.34101  0.41
101 H 2.58470 -4.22203 -1.07114  0.13
102 H 0.86285 -8.48481 3.69562  0.28
103 C 3.42204 3.42898 0.47848  -0.48
104 C 4.53327 2.80802 -0.04797  -0.41
105 C 5.73192 2.75574 0.68167  -0.07
106 C 5.82380 3.17220 1.97303  -0.08
107 C 4.66456 3.75486 2.54309  -0.72
108 C 3.52756 3.92624 1.75876  0.40
109 O 2.44695 4.49678 2.36834  -0.59
110 O 6.83775 2.15082 0.06830  -0.64
111 H 2.47533 3.49169 -0.03747  0.54
112 H 4.50072 2.27155 -0.98474  0.58
113 H 6.73329 3.06039 2.54463  0.50
114 H 4.82987 4.13380 3.54082  0.43
115 H 1.70743 4.66439 1.77960  0.38
116 H 6.59555 1.97133 -0.84313  0.31
117 C -0.80722 6.66896 -2.69305  -0.67
118 C -0.79250 6.02342 -1.45867  -0.34
119 C 0.42514 5.82382 -0.76245  0.43
120 C 1.64939 6.26535 -1.31269  -0.64
121 C 1.60519 7.11683 -2.43158  -0.56
122 C 0.38799 7.34405 -3.13174  0.48
123 O 0.40446 8.16443 -4.26813  -0.55
124 O 0.40058 5.11618 0.36725  -0.02
125 H -1.71272 6.80431 -3.26589  0.43
126 H -1.69960 5.53624 -1.13274  0.31
127 H 2.53917 5.98564 -0.76820  0.47
128 H 2.52968 7.59084 -2.72661  0.37
129 H 1.27475 8.03169 -4.65098  0.31
130 H -0.47078 5.26690 0.74088  0.05
131 C -2.13342 5.71138 4.47544  -0.65
132 C -2.90046 5.10014 5.46624  -1.04
133 C -3.68629 4.00207 5.13373  0.97
134 C -3.66529 3.42412 3.85506  -0.78
135 C -2.69170 3.94692 2.98928  -0.07
136 C -2.05339 5.13217 3.22558  0.07
137 O -1.43507 5.83069 2.26851  -0.40
138 O -4.48782 3.46520 6.08815  -0.58
139 H -1.65929 6.63294 4.77930  0.42
140 H -2.96842 5.42373 6.49438  0.33
141 H -4.20188 2.50949 3.65032  0.74
142 H -2.52657 3.58626 1.98476  0.38
143 H -1.58107 6.76529 2.43227  0.22
144 H -4.13277 3.77677 6.92389  0.31
145 C 4.94979 -2.21719 -1.88141  -0.68
146 C 5.00184 -0.84856 -2.23850  -0.54
147 C 6.21439 -0.12379 -2.12909  0.17
148 C 7.39305 -0.79482 -1.79351  -0.47
149 C 7.32122 -2.09363 -1.30181  -0.66
150 C 6.10960 -2.78824 -1.41593  1.02
151 O 6.03658 -4.06445 -1.04376  -0.49
152 O 6.32581 1.19224 -2.57042  -0.64
153 H 4.03554 -2.77787 -2.00862  0.39
154 H 4.13041 -0.29989 -2.56403  0.38
155 H 8.36184 -0.32653 -1.88601  0.44
156 H 8.15705 -2.68213 -0.95333  0.36
157 H 6.83105 -4.44274 -0.65995  0.31
158 H 5.73838 1.37787 -3.30668  0.37

Properties
2S+1: 2
charge: +1
calculated total energy: -117991.433 eV



5.
The following is a quantum chemistry calculation of a gas-phase ion, C5H11IN (charge +1) in a non-equilibrium geometry, from the OMol25 dataset.

Last column: Mulliken charge in e.
Cartesian coordinates (Å):
1 C 0.08923 -1.17357 2.51088  -0.94
2 C -0.01487 -0.09360 1.71398  0.13
3 C 0.04425 -0.82460 -1.23267  -0.79
4 C -0.47751 1.68614 -0.75890  -0.80
5 C 1.00906 0.30280 0.64639  -0.98
6 N 0.47376 0.51358 -0.75639  -0.04
7 I 2.36742 1.94002 1.24084  0.36
8 H -0.52436 -1.66405 3.24907  0.30
9 H 0.93665 -1.92945 2.42643  0.20
10 H -0.97514 0.36935 1.84501  0.24
11 H -1.02073 -1.01430 -0.94215  0.36
12 H -0.12049 -0.75490 -2.29639  0.41
13 H 0.60354 -1.66508 -0.92940  0.35
14 H 0.17752 2.52830 -0.77843  0.40
15 H -1.07262 1.59043 -1.66787  0.38
16 H -1.20726 1.84586 0.06959  0.28
17 H 1.63412 -0.48459 0.51802  0.71
18 H 1.40036 0.80460 -1.19913  0.43

Properties
2S+1: 3
charge: +1
ΔE to the lowest compared entry with this formula, charge and spin: 193.36 kJ/mol
calculated total energy: -14941.551 eV